# 1
Computed, not measured: a gas-phase ion, C5H9F2N4O (charge +1), with ωB97M-V/def2-TZVPD.

Its net charge is +1. The calculation puts the energy above the lowest of the compared OMol25 structures with the same formula, charge and spin at 0.0 kcal per mole. Its LUMO energy is -0.1293 hartree. The total energy is -18767.9442 eV. Its molecular weight is 179.15 g mol⁻¹. The SMILES is CO[C@]1(C(F)F)N=CNC(=[NH2+])N1. Its multiplicity is 1. The calculation puts the HOMO energy at -14.590 eV. The frontier orbital gap is 0.4069 hartree.

Last column: Mulliken charge in e.
CARTESIAN COORDINATES (ANGSTROEM)
H1 0.3540 -1.5952 0.8225  0.2918
N1 -0.7449 1.1815 -0.6029  -0.5722
C1 -1.9309 -1.1342 -1.5587  -0.8093
C2 0.3823 1.6649 -0.8513  -0.1512
N2 2.7298 -0.6904 0.4930  -0.3568
H2 2.7442 -1.5828 0.9638  0.2162
H3 -1.0279 -1.6512 -1.8923  0.2978
H4 2.4560 1.5998 -0.5920  0.2382
H5 -2.7916 -1.7890 -1.6595  0.3038
H6 -2.0810 -0.2237 -2.1402  0.3487
C3 1.5872 -0.1052 0.1709  0.5744
N3 0.4211 -0.6947 0.3629  -0.2631
C4 -0.8954 0.0397 0.2285  0.7548
H7 3.6195 -0.2474 0.3205  0.2135
H8 0.4518 2.5666 -1.4415  0.4245
C5 -1.2569 0.5204 1.6686  0.2152
N4 1.5878 1.1080 -0.4298  -0.1245
F1 -1.1967 -0.5243 2.5087  -0.2673
H9 -2.2433 0.9949 1.7213  0.3546
F2 -0.3019 1.3913 2.0702  -0.2918
O1 -1.8630 -0.8290 -0.1625  -0.3974

Forces on atoms 1 to 2 (eV/Å):
H 0.2 0.1 0.0
N -0.6 0.0 -0.1

---

# 2
Computed, not measured: a molecular structure, C5H9F5FeNO5Te, with ωB97M-V/def2-TZVPD.

The calculation puts the energy above the lowest of the compared OMol25 structures with the same formula, charge and spin at 0.1 kcal per mole. Its LUMO energy (spin up / spin down) is -0.0680 / -0.0452 hartree. The total energy is -72328.1761 eV. Its molecular weight is 441.56 g mol⁻¹. Its multiplicity is 2. The calculation puts the HOMO energy (spin up / spin down) at -10.266 / -10.238 eV. The frontier orbital gap (spin up / spin down) is 0.3093 / 0.3311 hartree.

Last column: Mulliken charge in e.
CARTESIAN COORDINATES (ANGSTROEM)
F1 3.3691 0.3712 -3.8208  -0.3795
O1 -1.0466 1.0296 -1.9667  -0.4304
C1 -2.0682 3.1519 -1.4209  -1.1405
O2 -3.4732 -2.3796 0.2563  -0.6029
N1 0.2707 -0.7109 1.2999  -0.2759
O3 -1.8067 -1.1403 -0.5138  -0.4885
F2 1.5996 1.9625 -2.9281  -0.4113
H1 0.2991 0.1477 1.8467  0.3284
H2 -2.1942 -0.3753 2.1293  0.2800
C2 -1.4000 1.8659 -1.1022  1.3053
Fe1 -0.3633 -0.0648 -0.4698  0.3404
F3 3.3177 -1.0993 -1.7558  -0.3938
F4 1.1331 -0.6443 -3.1092  -0.4504
F5 3.7375 1.4611 -1.5269  -0.3859
C3 -0.5261 -1.7334 2.0096  -0.7249
C4 -2.0077 -1.4240 1.8783  -0.4467
H3 -3.0687 3.1449 -0.9881  0.3253
O4 -1.1478 1.5386 0.1267  -0.4539
H4 -1.5093 3.9681 -0.9650  0.3367
H5 -2.5875 -2.0421 2.5597  0.3045
C5 -2.5082 -1.6946 0.4701  0.5956
Te1 2.3901 0.4287 -2.2585  2.0097
H6 -0.2993 -2.7017 1.5633  0.3660
H7 1.2392 -0.9991 1.1846  0.3890
O5 1.4359 0.4297 -0.6925  -0.6926
H8 -0.2304 -1.7716 3.0589  0.3818
H9 -2.1262 3.2827 -2.4969  0.3144

Forces on atoms 1 to 2 (eV/Å):
F 0.0 0.0 0.0
O -0.1 0.1 0.1

---

# 3
Computed, not measured: a single C5H9FO2 molecule in a non-equilibrium geometry, with ωB97M-V/def2-TZVPD.

The calculation puts the energy above the lowest of the compared OMol25 structures with the same formula, charge and spin at 83.9 kcal per mole. Its LUMO energy is 0.0106 hartree. The total energy is -12139.7891 eV. Its molecular weight is 120.12 g mol⁻¹. Its multiplicity is 1. The calculation puts the HOMO energy at -8.072 eV. The frontier orbital gap is 0.3073 hartree.

Last column: Mulliken charge in e.
CARTESIAN COORDINATES (ANGSTROEM)
C1 0.0277 1.1048 -1.1011  -0.8539
H1 -2.2608 -0.1835 1.2369  0.2772
C2 1.7650 0.0911 -0.0055  0.9896
H2 -1.4637 -0.8712 -0.4114  0.3266
H3 3.5796 -0.9733 0.6904  0.3147
H4 -1.4656 2.0153 0.2511  0.3575
C3 -1.9649 -0.1050 0.1571  -1.0755
O1 0.9027 -0.0005 -0.9067  -0.3245
C4 -0.8785 1.0637 0.2530  0.3476
H5 2.0880 -2.0024 -0.0702  0.3042
H6 1.9589 -1.2328 1.5624  0.2780
O2 -0.0237 0.9572 1.3404  -0.7563
H7 -0.5697 0.9301 -1.9510  0.3477
C5 2.4172 -1.1143 0.5342  -1.0302
H8 -2.8642 0.3804 -0.3245  0.2581
H9 0.4084 2.0158 -1.2383  0.4464
F1 2.4802 1.2053 0.1207  -0.2073

Forces on atoms 1 to 2 (eV/Å):
C -3.3 -2.7 2.2
H 0.5 -1.0 -1.1

---

# 4
Computed, not measured: a gas-phase ion, C5H9FO5PS (charge -1) in a non-equilibrium geometry, with ωB97M-V/def2-TZVPD.

Its net charge is -1. The calculation puts the energy above the lowest of the compared OMol25 structures with the same formula, charge and spin at 60.0 kcal per mole. Its LUMO energy (spin up / spin down) is 0.1161 / 0.1161 hartree. The total energy is -38407.6220 eV. Its molecular weight is 231.16 g mol⁻¹. The SMILES is CC(C)OC(=O)C(F)=[S@](=O)([O-])OP. Its multiplicity is 1. The calculation puts the HOMO energy (spin up / spin down) at -4.619 / -4.619 eV. The frontier orbital gap (spin up / spin down) is 0.2859 / 0.2859 hartree.

Last column: Mulliken charge in e.
CARTESIAN COORDINATES (ANGSTROEM)
C1 1.6182 0.5177 1.5158  0.8147
H1 3.3721 0.6906 2.7566  0.3441
C2 0.9420 1.5650 2.4067  -1.5369
O1 1.2021 0.5679 0.1545  -0.3074
O2 -1.8205 -0.3095 -3.5601  -0.6402
H2 -4.5550 -2.7790 -2.1268  -0.0430
F1 0.7330 0.3234 -2.3259  -0.2089
C3 -0.2615 0.5016 -1.5249  -0.1861
P1 -3.4555 -3.3165 -2.5328  0.0357
H3 1.1140 1.3521 3.3778  0.5090
H4 1.1439 2.6298 2.2821  0.3603
O3 -0.9597 -0.1618 0.6559  -0.5751
C4 3.0925 0.6443 1.6669  -1.4567
H5 3.3980 1.6410 1.4192  0.4047
H6 -3.4889 -2.7648 -3.8168  -0.0219
C5 -0.1141 0.1361 -0.1352  0.5331
S1 -1.7647 -0.4252 -2.0990  1.1815
H7 -0.1958 1.5742 2.2018  0.2914
H8 3.8110 0.0726 1.0397  0.3315
H9 1.1987 -0.4198 2.0009  0.1955
O4 -2.7932 0.3009 -1.3973  -0.5915
O5 -2.2167 -2.3407 -1.9591  -0.4338

Forces on atoms 1 to 2 (eV/Å):
C -1.8 -0.8 1.2
H -0.2 -0.9 -0.9

---

# 5
Computed, not measured: a molecular structure, C5H9FeNaO4 in a non-equilibrium geometry, with ωB97M-V/def2-TZVPD.

Its LUMO energy (spin up / spin down) is -0.0116 / -0.0121 hartree. The total energy is -52322.0724 eV. Its molecular weight is 211.96 g mol⁻¹. Its multiplicity is 5. The calculation puts the HOMO energy (spin up / spin down) at -6.196 / -6.438 eV. The frontier orbital gap (spin up / spin down) is 0.2161 / 0.2245 hartree.

Last column: Mulliken charge in e.
CARTESIAN COORDINATES (ANGSTROEM)
Fe1 -1.0884 3.1737 -0.4860  0.2424
O1 -3.1165 -0.5254 -0.8328  -0.8478
H1 0.9691 1.4033 0.7533  0.3237
O2 -0.6950 0.2759 0.2234  -0.3740
C1 -1.6130 1.2668 -0.2391  -0.1557
C2 1.8535 -2.9042 -0.1798  -0.7777
O3 1.0773 -1.7375 -0.3599  -0.3261
H2 1.2654 -0.9317 1.5369  0.3353
H3 2.9078 -2.7145 -0.4375  0.2901
H4 2.5370 -0.4552 0.3725  0.3926
H5 0.9123 0.8462 -0.9448  0.3499
C3 -2.7815 0.7247 -0.7266  0.3603
H6 1.4527 -3.6741 -0.8499  0.2536
Na1 -1.2739 -1.7565 -0.6061  1.0029
C4 1.4594 -0.6628 0.4839  -0.6071
O4 -1.2109 4.5207 0.7139  -0.8383
H7 -3.5487 1.4826 -1.0041  0.2480
H8 -1.5708 4.3617 1.6242  0.2541
H9 1.7951 -3.2575 0.8627  0.3353
C5 0.6691 0.5640 0.0959  -0.4612

Forces on atoms 1 to 2 (eV/Å):
Fe -0.7 -0.8 0.8
O 0.6 0.7 0.1

---

# 6
Computed, not measured: a molecular structure, C5H9HgO3 in a non-equilibrium geometry, with ωB97M-V/def2-TZVPD.

Its net charge is +1. The calculation puts the energy above the lowest of the compared OMol25 structures with the same formula, charge and spin at 82.7 kcal per mole. Its LUMO energy is -0.1958 hartree. The total energy is -15632.6710 eV. Its molecular weight is 317.71 g mol⁻¹. Its multiplicity is 1. The calculation puts the HOMO energy at -12.372 eV. The frontier orbital gap is 0.2588 hartree.

Last column: Mulliken charge in e.
CARTESIAN COORDINATES (ANGSTROEM)
H1 -2.1223 -1.7389 -0.6443  0.3247
H2 0.7580 -1.9074 -0.5945  0.3712
C1 -1.0041 -1.3326 1.1509  -0.3234
H3 2.1773 -0.4358 -1.6757  0.3677
H4 -0.9885 -0.2248 -1.4311  0.0875
O1 -1.4972 1.3677 0.1746  -0.7444
Hg1 0.1735 1.3187 1.0654  1.2084
H5 -1.3597 -1.0341 2.1437  0.3215
C2 -2.0300 -0.9255 0.0942  -0.6570
C3 1.7341 -0.0447 -0.7437  0.1646
O2 0.2872 -0.6986 1.0276  -0.5315
H6 -3.0293 -0.8592 0.5457  0.3571
O3 1.7438 1.0808 -0.1793  -0.5836
C4 -1.6298 0.3351 -0.7112  -0.1573
H7 2.0560 -1.7331 0.5898  0.4613
H8 -0.8494 -2.4191 1.1623  0.3888
C5 1.2318 -1.1920 0.1002  -0.4039
H9 -1.4966 1.0460 -1.8524  0.3483

Forces on atoms 1 to 2 (eV/Å):
H 0.0 0.1 0.3
H 0.0 0.1 0.3